Record 1
The following is a quantum chemistry calculation of a structure of composition C39H57N2O5S2SeTl, from OMol25.

Calculated values
ΔE to the lowest compared entry with this formula, charge and spin in kJ/mol: 37.9
E_HOMO in eV: -7.0
LUMO energy in eV: -0.51

Geometry (Å):
Tl -1.881 -0.063 -1.428
C 2.942 2.408 3.909
C 3.425 2.815 2.515
C 3.515 4.348 2.471
C 4.824 2.218 2.301
C 2.484 2.327 1.419
C 1.359 1.573 1.667
C 0.535 1.164 0.620
Se -0.944 0.040 1.101
C -0.077 -1.674 1.000
C 0.563 -2.117 2.149
C 1.274 -3.300 2.155
C 1.315 -4.012 0.954
C 0.691 -3.609 -0.214
C -0.061 -2.388 -0.222
O -0.685 -1.988 -1.294
C 0.807 -4.455 -1.490
C 1.689 -5.687 -1.276
C 1.447 -3.630 -2.622
C -0.588 -4.947 -1.913
C 1.981 -3.763 3.427
C 2.990 -2.692 3.871
C 0.943 -3.981 4.539
C 2.744 -5.076 3.227
C 0.760 1.500 -0.730
O -0.031 1.162 -1.713
C 1.955 2.254 -0.984
C 2.752 2.629 0.078
C 2.361 2.598 -2.425
C 2.584 1.289 -3.204
C 1.278 3.452 -3.110
C 3.665 3.396 -2.473
H 3.633 2.792 4.661
H 2.905 1.321 4.012
H 1.951 2.816 4.118
H 4.181 4.710 3.258
H 2.529 4.792 2.619
H 3.902 4.699 1.513
H 5.504 2.560 3.086
H 5.241 2.516 1.338
H 4.781 1.128 2.331
H 1.091 1.267 2.670
H 0.500 -1.500 3.039
H 1.876 -4.934 0.929
H 2.703 -5.405 -0.982
H 1.754 -6.243 -2.213
H 1.272 -6.355 -0.519
H 2.430 -3.267 -2.316
H 0.827 -2.776 -2.876
H 1.566 -4.249 -3.515
H -1.031 -5.555 -1.120
H -0.513 -5.557 -2.818
H -1.246 -4.107 -2.119
H 2.495 -1.748 4.101
H 3.716 -2.508 3.077
H 3.529 -3.022 4.763
H 0.402 -3.061 4.764
H 1.433 -4.325 5.454
H 0.216 -4.736 4.232
H 3.514 -4.974 2.461
H 2.071 -5.889 2.947
H 3.236 -5.353 4.161
H 3.649 3.196 -0.135
H 1.668 0.704 -3.241
H 3.359 0.690 -2.720
H 2.901 1.504 -4.228
H 0.347 2.899 -3.186
H 1.603 3.732 -4.116
H 1.097 4.364 -2.537
H 4.500 2.834 -2.048
H 3.573 4.348 -1.944
H 3.908 3.615 -3.514
C -2.451 3.103 -4.744
C -2.910 2.506 -3.436
O -2.875 1.269 -3.320
C -3.370 3.379 -2.383
C -3.705 4.721 -2.660
C -4.063 5.599 -1.674
C -4.030 5.169 -0.338
C -3.696 3.879 -0.027
C -3.417 2.905 -1.030
O -3.226 1.686 -0.660
H -1.915 2.343 -5.308
H -1.811 3.968 -4.584
H -3.324 3.413 -5.322
H -3.707 5.055 -3.690
H -4.357 6.612 -1.914
H -4.268 5.864 0.459
H -3.663 3.546 1.003
N -5.236 -0.181 -2.526
C -4.788 -1.428 -2.426
N -5.639 -2.394 -2.057
S -3.217 -1.867 -2.919
H -6.072 0.109 -2.045
H -4.559 0.536 -2.775
H -6.529 -2.171 -1.645
H -5.262 -3.312 -1.904
C -3.759 -1.888 2.780
S -4.683 -1.112 1.425
C -4.652 0.573 2.093
O -3.808 -1.151 0.218
H -4.401 -1.921 3.660
H -2.854 -1.316 2.976
H -3.498 -2.895 2.460
H -5.100 0.563 3.087
H -5.225 1.208 1.422
H -3.621 0.914 2.111

Record 2
The following is a quantum chemistry calculation of a structure of composition C39H58AsClNO4SeV in a non-equilibrium geometry, from OMol25.

Calculated values
Spin multiplicity: 2
Charge: +1
E_HOMO (alpha / beta) in eV: -10.5 / -10.6
LUMO energy (alpha / beta) in eV: -3.51 / -2.89

Geometry (Å):
V 11.517 11.900 12.387
C 9.758 19.459 11.616
C 9.117 18.353 10.809
C 7.552 18.505 10.865
C 9.668 18.597 9.401
C 9.530 17.031 11.361
C 10.425 16.190 10.687
C 10.762 15.000 11.267
Se 11.810 13.657 10.326
C 13.615 13.927 10.891
C 14.491 14.669 10.100
C 15.870 14.684 10.392
C 16.243 14.221 11.640
C 15.372 13.632 12.542
C 14.084 13.309 12.059
O 13.271 12.382 12.699
C 15.825 13.303 13.941
C 14.907 13.987 15.033
C 17.278 13.672 14.349
C 15.781 11.798 14.260
C 16.857 15.274 9.392
C 17.642 16.359 10.123
C 17.843 14.094 8.941
C 16.321 15.892 8.132
C 10.308 14.570 12.515
O 10.725 13.309 12.894
C 9.368 15.330 13.204
C 9.046 16.557 12.592
C 8.779 14.863 14.550
C 7.753 15.821 15.111
C 9.946 14.746 15.522
C 8.016 13.464 14.387
H 9.523 20.378 11.149
H 10.877 19.416 11.573
H 9.395 19.401 12.682
H 7.311 19.566 10.811
H 7.219 18.081 11.809
H 7.020 17.959 10.083
H 9.350 19.528 9.033
H 9.361 17.811 8.715
H 10.767 18.644 9.354
H 10.745 16.338 9.674
H 14.196 14.991 9.107
H 17.262 14.319 12.027
H 14.758 15.071 14.733
H 15.254 13.945 16.065
H 13.979 13.477 15.092
H 17.348 14.755 14.193
H 18.126 13.269 13.735
H 17.414 13.375 15.420
H 14.915 11.288 13.930
H 15.732 11.680 15.348
H 16.569 11.154 13.810
H 18.015 16.085 11.061
H 17.086 17.291 10.257
H 18.506 16.620 9.499
H 18.526 13.900 9.733
H 18.475 14.359 8.118
H 17.247 13.174 8.759
H 15.542 16.644 8.301
H 16.029 15.176 7.374
H 17.226 16.304 7.673
H 8.348 17.204 13.206
H 8.095 16.865 15.001
H 7.517 15.648 16.163
H 6.803 15.746 14.621
H 10.328 15.769 15.693
H 10.730 14.082 15.155
H 9.589 14.311 16.477
H 7.274 13.542 13.657
H 7.554 13.190 15.338
H 8.723 12.653 14.150
N 6.004 11.184 11.593
C 7.283 10.499 11.822
C 8.445 11.414 11.652
O 8.126 12.610 11.328
O 9.629 11.097 11.761
H 5.362 10.594 11.074
H 7.099 12.633 11.164
H 5.567 11.397 12.458
H 7.372 9.558 11.266
H 7.377 10.135 12.865
Cl 11.404 10.375 13.895
C 11.498 9.096 9.576
As 12.570 10.376 10.544
C 13.606 11.142 9.055
C 13.890 9.165 11.434
C 15.150 8.982 10.511
C 15.279 7.926 9.597
C 16.335 7.909 8.708
C 17.287 8.958 8.737
C 17.161 9.976 9.643
C 16.156 9.939 10.575
H 12.008 8.177 9.325
H 11.182 9.568 8.614
H 10.535 8.965 10.175
H 14.178 10.314 8.585
H 14.233 11.943 9.437
H 12.884 11.513 8.327
H 13.416 8.189 11.660
H 14.173 9.641 12.368
H 14.480 7.197 9.372
H 16.381 7.130 7.962
H 18.098 8.926 8.014
H 17.905 10.771 9.771
H 16.118 10.733 11.343

In the order shown, the computed molar mass values come out to 981.4; 845.2 g/mol.
In the order shown, the computed DFT total energy values come out to -5376.3166; -7917.8709 Ha.